Formula: C3H2Br2
Source: OMol25
Level of theory: ωB97M-V/def2-TZVPD

Computed properties:
Strongest force on any atom ... 0.06935 Eh/bohr
HOMO-LUMO gap ... 0.2793 Eh

Each line ends with the Löwdin charge.
Atoms and positions in Å:
C -0.646 0.233 -0.520  -0.01
C -0.163 0.525 0.519  -0.05
C 2.613 -0.190 0.106  -1.16
Br 3.187 -1.933 0.025  0.60
Br 3.344 1.088 -1.019  0.58
H -1.160 0.079 -1.491  0.05
H -0.089 0.915 1.447  0.00